This record from the Open Molecules 2025 dataset describes a structure of composition C25H48Cl3LuN4O3SSi in a non-equilibrium geometry. The level of theory is ωB97M-V/def2-TZVPD.

Properties
**E**: -4730.22754 a.u.
**Energy above the lowest of the compared OMol25 structures with the same formula, charge and spin**: 0.00 kJ/mol

The geometry in ORCA input format:
```
! wB97M-V def2-TZVPD RIJCOSX def2/J DEFGRID3
* xyz 0 1
C 2.45 1.19 -3.24
C 1.02 1.21 -3.69
H 3.14 0.86 -4.02
H 2.56 0.52 -2.37
H 2.76 2.19 -2.90
C 0.59 0.88 -4.92
C 1.47 0.54 -6.08
H -0.48 0.93 -5.15
H 2.51 0.39 -5.76
H 1.44 1.33 -6.84
H 1.13 -0.39 -6.56
Lu 0.45 -0.07 0.28
Cl 0.86 2.32 0.98
Cl 2.65 -1.17 0.25
H -1.41 -0.87 5.85
H 0.52 0.65 6.44
C -0.81 -1.32 5.04
C 1.09 0.17 5.63
N 0.18 -0.34 4.60
H -1.45 -1.59 4.20
C 0.41 -0.09 3.32
O -0.22 -0.62 2.36
H 1.75 0.91 5.16
H 1.19 0.68 3.12
H -0.31 -2.21 5.46
H 1.70 -0.63 6.07
H 1.52 -1.58 -2.86
H -0.76 -1.85 -4.44
C 1.15 -2.54 -2.45
C -0.90 -2.75 -3.82
N -0.30 -2.58 -2.50
H 1.51 -2.65 -1.42
C -1.07 -2.33 -1.43
O -0.65 -1.94 -0.31
H -1.97 -2.95 -3.70
H -2.16 -2.46 -1.62
H 1.54 -3.35 -3.07
H -0.42 -3.58 -4.34
O 0.03 0.47 -1.71
C 0.03 1.53 -2.58
C -2.35 0.93 -3.35
C -1.38 1.89 -3.07
H -2.13 -0.13 -3.16
C -3.60 1.32 -3.85
H 0.43 2.41 -2.04
C -1.68 3.24 -3.27
H -4.35 0.56 -4.06
C -3.89 2.67 -4.07
C -2.91 3.63 -3.79
H -0.90 3.97 -3.03
H -4.86 2.97 -4.46
H -3.11 4.68 -3.97
Si 6.43 -1.67 1.86
Cl 6.58 -1.27 -0.19
C 5.63 -3.36 1.94
C 5.39 -0.19 2.38
C 8.02 -1.72 2.87
H 4.76 -3.39 1.26
H 5.29 -3.61 2.95
H 6.35 -4.13 1.62
H 8.67 -2.56 2.58
H 7.79 -1.85 3.94
H 8.60 -0.79 2.78
H 4.50 -0.10 1.74
H 6.00 0.72 2.24
H 5.08 -0.26 3.42
C -3.85 -1.48 1.09
N -4.21 -0.24 1.78
C -5.48 -0.24 2.48
C -3.52 0.89 1.46
S -2.51 0.91 0.08
N -3.55 1.99 2.28
C -4.77 2.57 2.85
C -2.51 3.00 2.06
H -4.47 -2.28 1.51
H -2.79 -1.72 1.21
H -4.03 -1.39 0.01
H -5.34 -0.02 3.55
H -6.21 0.43 1.99
H -5.88 -1.25 2.41
H -4.47 3.13 3.75
H -5.25 3.26 2.13
H -5.49 1.82 3.15
H -1.51 2.57 2.14
H -2.60 3.42 1.05
H -2.66 3.79 2.80
*
```


This record from the Open Molecules 2025 dataset describes a structure of composition C10H14F5HfO6PS2 in a non-equilibrium geometry. The level of theory is ωB97M-V/def2-TZVPD.

Properties
**E**: -2526.18335 a.u.
**Energy above the lowest of the compared OMol25 structures with the same formula, charge and spin**: 0.00 kJ/mol

The geometry in ORCA input format:
```
! wB97M-V def2-TZVPD RIJCOSX def2/J DEFGRID3
* xyz 0 1
Hf 5.12 -1.07 13.97
O 1.80 1.27 12.98
C 2.57 0.59 13.58
O 3.64 -0.03 13.06
C 2.54 0.21 15.05
O 1.60 0.35 15.78
O 3.70 -0.40 15.34
F 5.69 1.70 14.93
C 6.45 0.77 14.18
F 7.20 1.51 13.33
C 7.44 0.17 15.16
F 8.56 -0.32 14.63
F 6.78 -0.99 15.75
F 7.75 0.98 16.18
C 8.36 -5.08 14.49
C 7.09 -5.89 14.54
C 7.00 -7.00 13.51
O 5.90 -4.97 14.35
P 5.51 -4.04 13.14
S 3.75 -3.19 13.65
S 6.82 -2.51 12.80
O 5.47 -4.92 11.85
C 5.13 -4.62 10.41
C 6.23 -3.82 9.75
C 3.76 -3.99 10.29
H 9.21 -5.68 14.86
H 8.28 -4.18 15.13
H 8.56 -4.75 13.45
H 6.87 -6.25 15.54
H 7.21 -6.55 12.52
H 5.99 -7.42 13.45
H 7.74 -7.79 13.70
H 5.13 -5.63 9.97
H 6.19 -2.74 9.96
H 6.13 -3.94 8.64
H 7.22 -4.18 10.05
H 3.73 -2.98 10.76
H 2.99 -4.58 10.78
H 3.52 -3.88 9.23
*
```


This record from the Open Molecules 2025 dataset describes a structure of composition C39H69BaClN4O4SSb. The level of theory is ωB97M-V/def2-TZVPD.

Properties
**E**: -3171.46650 a.u.

The geometry in ORCA input format:
```
! wB97M-V def2-TZVPD RIJCOSX def2/J DEFGRID3
* xyz -1 1
Ba -0.12 0.69 -1.70
C 3.40 1.63 -0.58
C 2.50 2.45 0.14
C 1.68 3.13 -0.83
C 2.17 2.72 -2.11
C 3.22 1.81 -1.96
C 4.10 1.25 -3.06
C 5.45 1.99 -3.04
C 3.47 1.44 -4.44
C 4.37 -0.24 -2.85
C 0.71 4.33 -0.78
C 1.52 5.63 -0.88
C -0.21 4.42 0.45
C -0.27 4.28 -1.96
C 2.62 2.54 1.67
C 1.34 2.10 2.40
C 3.06 3.94 2.11
C 3.71 1.59 2.17
H 4.16 1.00 -0.14
H 1.80 3.06 -3.06
H 5.29 3.06 -3.18
H 6.11 1.63 -3.83
H 5.95 1.85 -2.07
H 3.34 2.50 -4.67
H 2.49 0.97 -4.50
H 4.11 1.01 -5.21
H 4.80 -0.44 -1.87
H 5.07 -0.62 -3.61
H 3.44 -0.82 -2.94
H 2.24 5.72 -0.07
H 0.86 6.51 -0.86
H 2.07 5.65 -1.82
H 0.31 4.55 1.38
H -0.84 3.53 0.53
H -0.88 5.27 0.33
H 0.20 4.14 -2.93
H -0.85 5.20 -2.01
H -1.01 3.48 -1.83
H 0.46 2.65 2.10
H 1.47 2.22 3.48
H 1.15 1.04 2.20
H 2.35 4.72 1.85
H 4.01 4.19 1.63
H 3.21 3.97 3.20
H 3.49 0.55 1.92
H 3.77 1.66 3.26
H 4.69 1.85 1.76
C -4.10 -2.10 -5.67
C -4.40 -2.93 -4.43
N -4.48 -2.14 -3.21
C -3.34 -1.65 -2.61
S -3.73 -0.13 -1.85
N -2.26 -2.35 -2.83
N -1.10 -2.07 -2.16
C -0.06 -2.57 -2.72
C -0.12 -3.26 -4.06
C 1.22 -2.57 -1.96
C 2.14 -3.61 -2.15
C 3.27 -3.66 -1.35
C 3.48 -2.68 -0.40
C 2.54 -1.67 -0.30
N 1.44 -1.62 -1.05
H -4.03 -2.74 -6.55
H -3.15 -1.56 -5.56
H -4.88 -1.36 -5.84
H -3.63 -3.69 -4.28
H -5.36 -3.45 -4.54
H -5.26 -1.49 -3.19
H -0.71 -2.65 -4.74
H -0.62 -4.23 -3.97
H 0.87 -3.39 -4.48
H 1.96 -4.37 -2.89
H 3.98 -4.47 -1.47
H 4.35 -2.68 0.24
H 2.67 -0.84 0.39
C -2.22 -1.01 5.93
C -2.09 0.04 4.83
C -3.36 0.88 4.77
C -0.93 0.98 5.16
Sb -1.69 -0.74 2.79
C -0.50 -2.56 3.19
C 0.04 -3.00 1.82
C 0.69 -2.13 4.05
C -1.22 -3.74 3.84
C -3.65 -1.55 2.19
C -3.38 -2.51 1.04
C -4.46 -2.25 3.28
C -4.44 -0.35 1.65
H -2.49 -0.51 6.87
H -1.28 -1.54 6.10
H -2.99 -1.75 5.71
H -3.46 1.45 5.71
H -4.26 0.27 4.67
H -3.35 1.60 3.95
H -1.09 1.42 6.15
H -0.86 1.80 4.44
H 0.04 0.47 5.17
H 0.46 -2.17 1.26
H -0.73 -3.45 1.20
H 0.83 -3.75 1.96
H 1.22 -1.29 3.61
H 1.40 -2.97 4.13
H 0.39 -1.86 5.06
H -2.02 -4.12 3.21
H -1.63 -3.49 4.82
H -0.50 -4.56 3.98
H -2.95 -3.45 1.39
H -2.71 -2.09 0.29
H -4.33 -2.75 0.53
H -3.94 -3.09 3.72
H -5.39 -2.63 2.83
H -4.76 -1.56 4.08
H -3.87 0.18 0.89
H -4.72 0.35 2.44
H -5.36 -0.72 1.18
O -1.69 0.47 -5.96
Cl -1.37 0.71 -4.55
O 0.11 0.48 -4.38
O -1.58 2.13 -4.22
O -2.57 0.44 -0.98
*
```


This record from the Open Molecules 2025 dataset describes a cluster of 2 separate species, HNO4P in total in a non-equilibrium geometry. The level of theory is ωB97M-V/def2-TZVPD.

Properties
**E**: -697.27159 a.u.
**Energy above the lowest of the compared OMol25 structures with the same formula, charge and spin**: 0.00 kJ/mol

The geometry in ORCA input format:
```
! wB97M-V def2-TZVPD RIJCOSX def2/J DEFGRID3
* xyz 1 1
N 2.06 -0.87 0.17
O 2.58 -0.01 0.68
O 1.61 -1.78 -0.26
O 0.23 0.47 0.21
O -2.26 0.36 -0.41
P -1.05 1.22 0.23
H -3.18 0.59 -0.62
*
```


This record from the Open Molecules 2025 dataset describes a structure of composition C21H26BF3MnN7. The level of theory is ωB97M-V/def2-TZVPD.

Properties
**E**: -2674.18126 a.u.
**Energy above the lowest of the compared OMol25 structures with the same formula, charge and spin**: 0.00 kJ/mol

The geometry in ORCA input format:
```
! wB97M-V def2-TZVPD RIJCOSX def2/J DEFGRID3
* xyz 2 5
Mn -0.03 -0.09 0.91
C -3.01 -2.00 0.01
C -2.54 -0.83 -0.78
C -3.02 -0.31 -1.97
C -2.22 0.78 -2.28
C -2.31 1.70 -3.45
N -1.30 0.92 -1.31
N -1.49 -0.08 -0.39
B -0.19 1.99 -1.12
N -0.40 2.60 0.29
N -0.36 1.74 1.34
C -0.53 2.44 2.48
C -0.55 1.77 3.81
C -0.69 3.77 2.14
C -0.61 3.84 0.75
C -0.71 5.03 -0.14
N 1.22 1.32 -1.10
N 1.56 0.41 -0.13
C 2.86 0.09 -0.29
C 3.56 -0.86 0.62
C 3.35 0.77 -1.39
C 2.29 1.55 -1.87
C 2.28 2.48 -3.03
H -4.01 -2.28 -0.30
H -3.05 -1.78 1.08
H -2.36 -2.87 -0.15
H -3.86 -0.67 -2.53
H -3.12 1.38 -4.10
H -1.39 1.69 -4.03
H -2.51 2.72 -3.14
H -0.25 2.81 -1.97
H 0.06 0.87 3.83
H -1.57 1.50 4.09
H -0.16 2.44 4.58
H -0.85 4.59 2.82
H -0.88 5.92 0.45
H -1.53 4.91 -0.85
H 0.21 5.16 -0.71
H 2.95 -1.12 1.48
H 4.48 -0.41 0.99
H 3.83 -1.78 0.10
H 4.35 0.74 -1.78
H 3.26 2.47 -3.51
H 2.08 3.50 -2.71
H 1.53 2.20 -3.76
F 0.93 -6.88 0.20
C 0.56 -6.33 1.35
F -0.62 -6.84 1.72
F 1.46 -6.64 2.29
C 0.45 -4.82 1.23
C 0.01 -4.09 2.33
C -0.09 -2.72 2.20
N 0.23 -2.09 1.06
C 0.65 -2.80 0.00
C 0.78 -4.17 0.06
H -0.26 -4.57 3.26
H -0.44 -2.11 3.03
H 0.90 -2.24 -0.89
H 1.12 -4.72 -0.81
*
```


This record from the Open Molecules 2025 dataset describes a structure of composition C20H40NO3P3Re in a non-equilibrium geometry. The level of theory is ωB97M-V/def2-TZVPD.

Properties
**E**: -2167.24658 a.u.
**Energy above the lowest of the compared OMol25 structures with the same formula, charge and spin**: 0.00 kJ/mol

The geometry in ORCA input format:
```
! wB97M-V def2-TZVPD RIJCOSX def2/J DEFGRID3
* xyz 4 4
P -1.01 2.30 0.29
C -1.10 2.81 2.07
H -1.56 3.80 2.13
H -0.10 2.86 2.50
H -1.70 2.11 2.65
C 0.06 3.67 -0.30
H 0.04 3.76 -1.39
H 1.09 3.46 0.01
H -0.27 4.62 0.15
C -2.69 2.87 -0.22
H -2.79 3.95 -0.01
H -3.46 2.32 0.34
H -2.84 2.70 -1.29
P -2.11 -1.84 -0.93
C -3.10 -2.71 0.39
H -3.70 -3.49 -0.09
H -3.76 -2.01 0.91
H -2.43 -3.18 1.13
C -3.53 -1.28 -1.95
H -3.22 -0.99 -2.95
H -4.01 -0.43 -1.47
H -4.24 -2.11 -2.03
C -1.52 -3.33 -1.84
H -2.40 -3.91 -2.15
H -0.89 -3.95 -1.19
H -0.95 -3.04 -2.73
P 2.20 -1.14 -0.39
C 2.95 -2.01 1.06
H 4.03 -2.09 0.95
H 2.52 -3.01 1.17
H 2.73 -1.46 1.98
C 2.90 -2.21 -1.72
H 3.95 -2.47 -1.48
H 2.88 -1.70 -2.69
H 2.32 -3.13 -1.80
C 3.35 0.29 -0.47
H 4.38 -0.07 -0.58
H 3.27 0.88 0.45
H 3.11 0.93 -1.32
Re -0.51 -0.54 0.09
C -2.02 -0.12 1.21
O -2.96 0.13 1.90
C -0.10 -2.27 0.86
O 0.11 -3.35 1.31
C 0.52 -0.65 -3.53
C 1.31 0.43 -3.15
C 0.72 1.68 -2.88
C -0.67 1.81 -2.92
C -1.47 0.73 -3.31
C -0.87 -0.51 -3.58
H 0.98 -1.59 -3.85
H 2.40 0.33 -3.11
H 1.35 2.55 -2.70
H -1.15 2.77 -2.69
H -2.54 0.88 -3.45
H -1.48 -1.37 -3.87
C 2.47 1.47 3.36
N 1.41 0.54 3.77
C 1.21 0.23 5.18
C 0.61 -0.02 2.86
O 0.73 0.28 1.62
H 2.90 1.84 4.29
H 2.07 2.31 2.77
H 3.24 0.96 2.77
H 0.20 0.52 5.48
H 1.31 -0.85 5.33
H 1.96 0.78 5.74
H -0.14 -0.71 3.27
*
```